{
  "formula": "C39H82ClF10N12O20S10",
  "method": "the ωB97M-V functional and the def2-TZVPD basis",
  "symbols": ["C", "C", "C", "C", "N", "C", "C", "C", "C", "C", "H", "H", "H", "H", "H", "H", "H", "H", "H", "H", "H", "H", "H", "H", "H", "H", "H", "H", "H", "H", "C", "C", "C", "C", "N", "C", "C", "C", "C", "C", "H", "H", "H", "H", "H", "H", "H", "H", "H", "H", "H", "H", "H", "H", "H", "H", "H", "H", "H", "H", "C", "C", "C", "C", "N", "C", "C", "C", "C", "C", "H", "H", "H", "H", "H", "H", "H", "H", "H", "H", "H", "H", "H", "H", "H", "H", "H", "H", "H", "H", "C", "C", "N", "C", "C", "N", "C", "C", "H", "H", "H", "H", "H", "H", "H", "H", "H", "H", "H", "C", "C", "N", "C", "C", "N", "C", "C", "H", "H", "H", "H", "H", "H", "H", "H", "H", "H", "H", "Cl", "N", "S", "O", "O", "F", "S", "O", "O", "F", "N", "S", "O", "O", "F", "S", "O", "O", "F", "N", "S", "O", "O", "F", "S", "O", "O", "F", "N", "S", "O", "O", "F", "S", "O", "O", "F", "N", "S", "O", "O", "F", "S", "O", "O", "F"],
  "coordinates": [[-1.133022, -4.685393, -0.191044], [-2.281979, -3.713936, -0.388881], [-2.732603, -3.616944, -1.839608], [-3.763156, -4.656391, -2.160751], [-4.483318, -4.422221, -3.486899], [-5.431986, -5.597411, -3.711966], [-6.795369, -4.981112, -3.944159], [-6.573853, -3.512750, -4.301633], [-5.366995, -3.179724, -3.404429], [-3.465917, -4.289054, -4.611030], [-1.488887, -5.710554, -0.099326], [-0.588299, -4.452559, 0.727037], [-0.363644, -4.590771, -0.958351], [-2.021722, -2.693436, -0.092700], [-3.092190, -3.879106, 0.330422], [-1.850962, -3.744203, -2.461268], [-3.120665, -2.613570, -2.031623], [-4.600051, -4.680632, -1.450683], [-3.460220, -5.699011, -2.041324], [-5.150906, -6.108170, -4.633800], [-5.389633, -6.374022, -2.952572], [-7.236541, -5.506838, -4.791983], [-7.396513, -5.161030, -3.052219], [-6.386457, -3.382123, -5.365954], [-7.537990, -3.056334, -4.081593], [-4.841104, -2.304092, -3.773808], [-5.718933, -3.176442, -2.375709], [-2.858271, -5.179929, -4.743187], [-2.863944, -3.423687, -4.324811], [-4.106537, -4.138442, -5.478064], [1.795536, -2.796682, -2.981716], [0.480911, -2.067829, -2.638362], [0.338287, -1.763020, -1.151645], [1.420378, -0.802091, -0.636852], [1.270854, -0.398301, 0.805258], [-0.042917, 0.350827, 1.023309], [0.120127, 1.297790, 2.213835], [1.571500, 1.715759, 2.122335], [2.272354, 0.683778, 1.210542], [1.359246, -1.588653, 1.697364], [1.965347, -3.657750, -2.335858], [2.653726, -2.123123, -2.897681], [1.834205, -3.070282, -4.035460], [-0.301140, -2.780445, -2.892656], [0.314159, -1.165730, -3.220662], [0.513823, -2.723607, -0.658840], [-0.678708, -1.432540, -0.931968], [1.576295, 0.065383, -1.275365], [2.359179, -1.360528, -0.687239], [-0.890887, -0.313954, 1.201912], [-0.190938, 0.863779, 0.070357], [-0.015278, 0.680825, 3.103752], [-0.632778, 2.075561, 2.122772], [2.141362, 1.924281, 3.028049], [1.744858, 2.642160, 1.567357], [3.160057, 0.222446, 1.635164], [2.563242, 1.221658, 0.312945], [0.634089, -2.304170, 1.309449], [1.053030, -1.317196, 2.703851], [2.302986, -2.124934, 1.616650], [3.675237, 4.721712, 1.797955], [4.629999, 5.877140, 1.602178], [3.921084, 7.201856, 1.245452], [4.729414, 8.318587, 0.621847], [3.857810, 9.504113, 0.175804], [2.962465, 9.251307, -1.024182], [2.755927, 10.604101, -1.683448], [4.041570, 11.376558, -1.352194], [4.881763, 10.536038, -0.367455], [3.068257, 10.070891, 1.331450], [2.989054, 4.993445, 2.605173], [4.318111, 3.904601, 2.121521], [3.080744, 4.480735, 0.920367], [5.279555, 5.647039, 0.750828], [5.280291, 6.118544, 2.443726], [3.387998, 7.499879, 2.152429], [3.147305, 7.022237, 0.488817], [5.141677, 7.965559, -0.322749], [5.489908, 8.748885, 1.272098], [2.045676, 8.720981, -0.785332], [3.638884, 8.660709, -1.643581], [1.867595, 11.123615, -1.321975], [2.553435, 10.524181, -2.750240], [3.796577, 12.343859, -0.911368], [4.630383, 11.660730, -2.223190], [5.378052, 11.062552, 0.444891], [5.692028, 10.020813, -0.880963], [3.799614, 10.210718, 2.123648], [2.392979, 9.259093, 1.587469], [2.549455, 10.970737, 1.018629], [3.898215, -4.322484, 3.523765], [2.886527, -4.932198, 4.494175], [1.555925, -4.349937, 4.428591], [0.768861, -4.175502, 3.300534], [-0.433422, -3.713223, 3.703458], [-0.430183, -3.666410, 5.074897], [0.768965, -4.114489, 5.484856], [-1.516303, -3.236763, 5.920187], [4.301582, -3.392638, 3.933318], [3.530802, -4.085090, 2.529944], [4.748849, -4.998528, 3.611405], [3.255567, -4.897075, 5.519194], [2.767515, -6.004280, 4.318508], [1.176983, -4.392004, 2.324700], [-1.230704, -3.356724, 3.070530], [1.056901, -4.174863, 6.520694], [-2.104133, -2.529821, 5.332271], [-1.237788, -2.662537, 6.800630], [-2.099353, -4.115511, 6.195769], [-3.300004, 4.152389, 2.026487], [-3.688443, 3.762395, 0.586577], [-4.646520, 2.666366, 0.553359], [-6.006389, 2.749509, 0.355720], [-6.469211, 1.457622, 0.226561], [-5.375871, 0.609142, 0.276158], [-4.301088, 1.392339, 0.457557], [-5.324489, -0.836898, 0.248360], [-2.544531, 4.929073, 1.927310], [-3.053028, 3.246434, 2.576053], [-4.163986, 4.605034, 2.515062], [-2.862335, 3.489237, -0.066069], [-4.247882, 4.599706, 0.167628], [-6.524339, 3.691491, 0.365758], [-7.455705, 1.030742, 0.180135], [-3.297556, 1.001920, 0.529615], [-6.074998, -1.262572, -0.414252], [-5.357628, -1.274560, 1.245214], [-4.336315, -1.059029, -0.150048], [-2.988786, -1.414775, 2.627421], [-1.237696, -2.013495, -7.762638], [-2.473059, -1.088324, -7.587728], [-2.335727, 0.298730, -7.219825], [-3.627279, -1.781913, -7.056053], [-2.917583, -0.961511, -9.152863], [-0.869560, -2.015886, -6.114876], [-1.657854, -2.836065, -5.239129], [-0.164199, -0.918509, -5.522260], [0.414676, -2.964641, -6.318035], [3.308014, -7.410425, 0.367520], [3.408496, -8.505460, -0.873202], [4.122217, -8.075519, -2.052101], [2.274987, -9.378701, -0.985503], [4.565242, -9.416147, -0.217519], [2.139106, -6.564285, -0.103864], [0.844337, -6.930884, 0.405425], [2.209335, -5.977896, -1.421281], [2.429943, -5.334356, 0.947432], [1.322932, 1.129360, 6.969671], [0.975644, 1.109256, 8.623465], [1.694920, 0.133880, 9.386492], [-0.336635, 1.507616, 9.061548], [1.778463, 2.446526, 8.917790], [0.661777, -0.167372, 6.653984], [-0.753838, -0.168204, 6.437845], [1.206741, -1.429753, 7.101155], [1.278045, -0.296440, 5.115690], [-2.896875, 1.764239, -2.126487], [-3.374200, 0.673034, -3.260041], [-2.455622, -0.301858, -3.836184], [-4.418184, 1.164865, -4.138655], [-4.217128, -0.274434, -2.241194], [-1.524480, 2.168152, -2.722133], [-1.450669, 2.751572, -4.020196], [-0.423820, 1.289434, -2.407449], [-1.144512, 3.364590, -1.685662], [5.178079, 0.019572, -0.144743], [5.641520, -1.562334, -0.105302], [7.014096, -1.889304, -0.425957], [4.613998, -2.527869, -0.414773], [5.621814, -1.598645, 1.515500], [5.253799, 0.373241, -1.621104], [4.875285, -0.647933, -2.571006], [6.300115, 1.297912, -1.956860], [3.925548, 1.305955, -1.667216]],
  "forces_ev_per_angstrom": [[0.062, 0.239, 0.558], [0.091, 0.920, 0.416], [-0.165, -0.107, 0.275], [-1.429, -0.132, 0.285], [0.561, -1.643, 0.648], [0.218, 0.184, -1.188], [-0.125, -1.023, -0.447], [-0.153, -0.976, 0.617], [-0.672, -0.530, -1.003], [-1.674, 0.333, 1.001], [0.275, -0.087, -0.188], [-0.198, -0.167, 0.190], [-0.246, -0.299, -0.266], [0.439, -0.181, -0.005], [-0.197, -0.448, -0.276], [-0.067, 0.010, -0.168], [-0.104, -0.049, -0.147], [0.096, 0.630, 0.243], [0.700, 0.095, -0.865], [0.473, 0.221, 0.045], [0.122, 0.456, 0.434], [-0.397, -0.028, 0.243], [-0.291, 0.460, -0.106], [0.263, 0.051, 0.051], [0.449, 0.832, 0.195], [0.273, 0.038, 0.536], [0.252, 0.608, 0.102], [-0.087, -0.123, 0.366], [-0.811, -0.668, -0.361], [0.575, 0.386, -0.346], [0.259, 1.132, -0.139], [0.450, -0.455, -0.047], [0.469, -0.061, 0.305], [0.580, -0.990, -0.567], [-0.316, 1.190, 0.705], [-0.461, -0.115, -0.472], [0.481, -1.290, -0.316], [1.137, 0.769, -0.765], [0.272, -0.158, -0.056], [-0.883, -0.430, -0.484], [-0.024, -0.106, -0.117], [0.039, -0.042, 0.335], [-0.340, -0.338, 0.050], [-0.261, 0.263, -0.093], [0.087, -0.035, -0.148], [-0.243, 0.114, 0.205], [0.119, 0.240, 0.001], [-0.439, 0.292, 0.250], [0.143, 0.122, 0.101], [0.227, -0.341, -0.128], [-0.083, 0.194, 0.078], [-0.343, 0.425, 0.226], [0.092, 0.160, 0.339], [-0.452, -0.624, 0.429], [-0.701, 0.195, 0.024], [-0.069, -0.140, -0.048], [0.108, -0.501, -0.233], [-0.214, 0.201, 0.161], [0.360, 0.054, 0.109], [0.394, 0.613, 0.101], [0.341, 0.577, 1.064], [0.487, 1.384, -1.694], [-1.035, -0.260, -0.028], [-0.756, -0.169, -0.019], [1.048, 0.850, 0.173], [0.966, -0.151, -0.231], [-0.077, 0.219, 0.125], [0.410, 1.078, 0.261], [-1.118, -0.071, -0.546], [0.767, -1.029, -0.656], [-0.077, -0.361, 0.059], [-0.532, -0.442, -0.107], [0.270, -0.063, -0.159], [0.204, -0.142, 0.144], [-0.061, -0.535, 0.223], [0.081, 0.317, -0.041], [-0.135, -0.437, 0.172], [0.416, -0.052, 0.192], [0.109, -0.071, -0.069], [0.189, -0.143, 0.244], [-0.516, -0.320, -0.300], [0.099, -0.064, 0.370], [0.339, -0.313, -0.030], [-0.090, -0.078, 0.171], [0.011, -0.377, -0.105], [-0.480, 0.126, 0.201], [-0.317, -0.427, -0.068], [-0.301, 0.345, 0.196], [-0.287, 0.379, 0.274], [0.068, 0.047, 0.119], [0.279, 0.477, 1.419], [0.277, -0.661, -0.384], [-1.547, -0.184, 0.745], [0.936, 0.007, -0.027], [-0.059, 0.065, -0.544], [1.661, -0.494, 0.038], [-0.122, 0.869, -0.045], [-1.054, 0.390, -0.016], [-0.305, 0.168, 0.054], [0.192, -0.677, -0.108], [0.012, -0.087, -0.945], [-0.162, 0.471, 0.043], [-0.011, 0.048, -0.392], [-0.177, 0.021, 0.046], [-0.387, 0.076, 0.298], [0.113, 0.080, -0.051], [-0.206, -0.253, -0.084], [0.666, -0.281, -0.071], [-0.158, 0.160, 0.016], [-0.722, -0.268, -0.985], [-0.606, 0.676, 0.521], [-0.274, -0.810, -0.696], [-0.568, -1.121, 0.262], [0.394, 0.345, 0.190], [0.179, 2.039, 0.521], [0.143, -1.241, 0.180], [0.660, -0.614, -0.116], [0.379, -0.328, 0.465], [0.620, 0.282, 0.213], [-0.017, -0.043, 0.044], [0.081, 0.131, 0.112], [0.378, 0.050, -0.364], [-0.037, -0.046, -0.026], [-0.076, 0.284, -0.214], [-0.021, 0.030, 0.038], [-0.114, 0.321, -0.020], [-0.110, 0.247, 0.070], [-0.163, -0.356, 0.095], [0.094, 0.114, -0.205], [0.755, 0.574, 3.220], [-5.089, 2.372, -2.790], [0.606, -1.194, 0.025], [0.418, 0.167, 0.310], [0.746, -0.283, 0.465], [5.646, -1.951, 0.540], [0.501, 1.070, -1.361], [-1.588, 0.557, -0.930], [-0.451, -0.486, -0.515], [1.364, -2.751, -1.839], [3.105, -1.416, -0.399], [-1.328, 0.087, 0.965], [0.324, 0.686, 0.087], [-0.738, 0.193, 0.453], [-3.138, 3.868, 0.825], [0.126, -0.418, -0.558], [-0.102, -0.552, 1.046], [0.308, 0.248, -0.505], [0.308, 2.130, 4.152], [1.269, 3.061, 2.157], [-0.526, 0.086, -0.726], [0.443, -0.935, -1.101], [0.343, 0.143, -0.238], [-0.955, -6.424, -5.995], [-0.094, 0.414, 0.389], [-0.270, 0.617, 1.101], [-0.509, 0.759, 0.112], [-0.991, -1.412, -1.376], [-2.597, -2.365, -2.191], [-0.788, 2.125, 1.552], [1.327, 0.016, 1.398], [0.090, 0.356, 0.186], [5.973, 0.988, 0.333], [-1.147, 0.269, 0.242], [-0.986, -0.175, 0.145], [-1.005, 0.319, -0.044], [0.982, -2.902, 1.424], [-0.012, -1.797, 2.434], [-1.502, 1.001, -0.069], [0.635, 1.151, -0.064], [0.136, 0.111, -0.346], [-1.226, 2.286, -4.324], [0.912, 0.431, 0.845], [-0.249, -0.409, 0.146], [0.155, 0.339, 0.165]],
  "lumo_energy_ha": -0.0093,
  "charge": -1,
  "e_homo_ev": -6.64,
  "energy_ev": -248647.3836,
  "gap_ev": 6.383
}